95
Properties=species:S:1:pos:R:3:forces:R:3 method="wB97M-V/def2-TZVPD" gap_ev="5.2 / 4.9" charge=+4 e_homo_ev="-18.35 / -18.34" e_tot_ha=-7585.295414 multiplicity=2 e_above_lowest_kcal_mol=22.10 s_squared=0.874
C -2.806705 -3.219577 -1.132373 -0.10 -0.04 0.18
H -1.920881 -4.250645 -2.834884 0.20 0.04 -0.01
C -1.218202 -2.460327 5.228948 0.02 0.16 0.02
H 2.100300 3.654403 -0.419844 -0.01 0.01 -0.03
C 0.387870 -3.042641 -2.860630 0.15 -0.01 0.24
H 5.803522 0.800875 4.507280 0.03 0.01 -0.05
C -5.530118 0.685858 1.867518 0.08 0.07 -0.20
H -2.777296 2.564002 3.043372 -0.02 0.01 0.00
C -0.074951 -2.177024 2.743464 0.16 0.59 0.43
H 0.852589 3.012338 6.379511 0.04 -0.01 -0.07
C -2.325376 1.621818 -1.171120 -0.05 0.08 -0.02
H 4.197308 1.875220 -0.498947 0.02 -0.03 -0.06
Ge -0.542866 2.714032 4.292435 -0.77 0.75 -0.02
C 0.810783 -3.877182 -3.887848 0.01 -0.19 0.17
H -2.482140 0.546976 -1.177317 0.04 0.05 -0.08
H -4.858650 -0.612594 5.457360 -0.04 -0.03 -0.02
H -0.995714 -0.339143 5.427814 -0.04 -0.03 0.01
C 0.064406 4.408013 3.492512 0.04 -0.29 0.11
H -3.758962 -3.273452 -1.664350 0.05 0.00 -0.09
H -2.551268 2.009795 -2.166463 0.00 -0.01 0.00
C 4.059988 1.966656 4.049228 0.18 -0.04 0.07
H -0.715837 2.268548 6.744560 -0.03 -0.06 -0.03
H -4.171506 -2.729348 2.036392 -0.01 0.04 -0.01
C 3.129696 -2.875404 0.225371 0.11 -0.07 0.06
S 4.564869 -0.531698 -0.211512 -0.52 -0.24 0.13
H -0.821000 4.983600 3.221382 -0.03 -0.05 -0.01
N 2.043136 -0.616821 0.121612 -0.24 0.54 -0.23
O -2.023599 -0.760278 1.086589 0.72 -0.04 -0.64
C -0.458796 -3.443549 3.169730 0.05 -0.26 -0.32
S -0.300938 3.528664 -0.913618 -0.16 -0.61 0.01
H -2.899695 1.717717 4.604331 -0.06 -0.13 0.03
C 3.127101 -1.398084 0.074495 0.30 -0.13 0.06
C -6.134650 0.571223 4.192624 -0.02 0.03 -0.06
H -0.267491 -4.319344 2.561282 -0.03 0.00 0.00
C 3.696171 0.938707 -0.306104 -0.09 0.16 0.17
W 0.018072 -0.746926 0.644422 -3.05 -0.52 -1.92
H 2.126165 -3.272967 0.347883 0.01 0.04 0.04
H 2.185913 2.864509 3.557636 0.15 0.05 -0.02
H 0.757504 -0.036420 -4.349138 0.00 -0.01 0.00
C -3.037741 -3.495348 0.352155 -0.11 0.04 -0.20
C -1.859294 -4.227408 -1.748078 -0.02 -0.03 0.27
C -4.205024 -0.635567 3.419696 0.05 -0.06 0.18
C -4.466726 -0.167565 2.139104 0.23 0.18 -0.31
C 2.755194 1.941424 3.579865 -0.47 0.02 -0.14
C 0.773649 -1.109778 -4.211430 0.00 -0.02 0.00
C 1.212032 -3.312541 -5.089569 -0.06 0.00 -0.01
H 0.695591 4.298122 2.612606 -0.01 -0.05 0.01
H 0.630866 1.274780 6.128370 0.00 0.00 -0.02
C -2.491073 2.582446 4.094133 0.38 -0.02 0.02
C 2.378314 0.727700 -0.118654 0.28 -0.17 -0.23
C -4.046413 -2.553159 0.970389 0.32 -0.07 -0.07
H -2.404469 -2.211702 -1.279024 -0.12 0.04 -0.13
C 4.797979 0.793515 4.108947 -0.10 0.06 -0.04
H 2.482816 -1.375049 2.942854 0.00 -0.06 0.07
N -0.006977 1.039825 -0.447977 0.62 0.16 0.05
C 1.262212 2.976656 -0.483672 0.10 -0.05 0.11
H -1.353420 -4.554914 4.763758 0.06 -0.01 0.02
H -1.643144 -2.572725 6.218651 0.02 -0.04 0.00
C -6.365077 1.055664 2.912197 -0.08 0.00 0.08
C 0.372514 -1.664603 -3.005692 -0.06 -0.03 0.02
H 1.507820 -1.495139 -6.186283 0.00 -0.02 -0.01
H 0.585318 -2.136305 1.826891 0.42 -0.71 0.82
C 0.142742 2.245341 6.071052 0.03 -0.02 -0.42
C -5.045066 -0.257994 4.451756 0.12 0.00 -0.03
H 4.802483 -1.313092 3.719267 -0.04 -0.02 0.03
H 0.039530 -1.029407 -2.197360 -0.06 0.10 0.04
C 2.146481 0.748545 3.177493 0.34 0.00 -0.20
H -2.108334 -3.427257 0.911976 0.06 -0.08 0.04
H -2.906408 3.484881 4.551349 0.02 0.01 0.01
C -1.046864 -3.577341 4.416548 -0.01 -0.04 -0.09
H 4.498701 2.898129 4.382358 -0.02 0.01 0.00
H 3.587393 -3.332038 -0.655037 -0.04 -0.01 -0.01
H 1.543274 -3.951338 -5.896913 0.00 -0.01 0.00
C 4.224212 -0.398102 3.676450 0.12 -0.02 0.05
S -0.105514 -3.839807 -1.331696 0.15 0.28 -0.55
H -3.359621 -1.286963 3.593778 0.04 -0.07 0.11
C -0.257777 -1.031974 3.533934 0.06 0.14 -0.34
H -3.422764 -4.510467 0.474795 -0.01 0.01 0.04
Ge 0.222260 0.715495 2.653898 1.37 -0.62 2.34
S -3.573649 -0.804104 0.743216 -0.38 -0.26 0.54
H 0.830772 -4.953252 -3.753705 0.05 -0.01 -0.05
H 3.739523 -3.176981 1.080076 -0.03 0.04 0.03
C -0.842046 -1.197779 4.785065 -0.22 0.01 -0.07
H -3.029925 2.093082 -0.482199 0.03 -0.03 0.04
H -5.728137 1.031016 0.859327 0.01 0.02 0.01
C 1.262420 1.640734 -0.301610 0.02 0.15 -0.23
C 1.191659 -1.933958 -5.249390 0.02 0.06 -0.03
C 2.915343 -0.422062 3.225599 -0.19 0.09 0.00
C -0.920991 1.945618 -0.816273 -0.17 0.25 -0.03
H -2.042836 -5.232765 -1.366642 0.07 0.00 0.01
O -0.175588 -2.686048 -0.270257 0.11 0.88 0.34
H -5.022262 -2.625219 0.481163 -0.04 0.17 0.04
H -6.815981 0.829250 4.992709 0.04 0.05 0.01
H 0.623162 4.968199 4.243408 0.03 -0.03 0.01
H -7.204887 1.710698 2.724425 -0.01 -0.03 -0.03

55
Properties=species:S:1:pos:R:3:forces:R:3 method="wB97M-V/def2-TZVPD" gap_ev="5.3 / 8.5" charge=+1 e_homo_ev="-8.44 / -11.41" e_tot_ha=-2665.683101 multiplicity=3 e_above_lowest_kcal_mol=29.39 s_squared=2.011
H 2.168588 -2.969103 1.470696 0.09 -0.12 -0.17
H 4.683744 -1.163471 0.213536 -0.09 0.34 -0.02
H -0.135522 -4.004519 -5.084490 -0.09 -0.12 -0.08
O -0.467707 -0.186985 1.195489 -0.10 1.61 2.13
H -0.111453 4.835464 -0.303691 -0.98 1.25 -0.64
C -3.398896 0.783654 -0.167365 -0.46 0.02 0.02
C 2.473954 -2.942783 0.418662 0.41 -0.65 0.44
N -0.083883 -1.576768 -2.111404 0.36 -0.09 -0.61
P 2.300722 -1.271611 -0.169623 -0.76 0.99 -0.55
H -3.038439 -1.702526 -1.445121 0.17 0.13 -0.35
H 1.836687 -3.623521 -0.146519 -0.01 0.01 0.04
H 0.545407 3.055299 2.485830 -0.06 0.20 0.86
O 0.421312 3.188309 3.454385 0.17 -0.33 -0.59
C 0.130717 1.975358 5.420773 0.06 0.21 1.03
H 4.045879 0.418502 -0.370202 -0.13 -0.24 0.17
H -0.907757 -1.204550 3.446115 0.21 0.03 0.07
C -0.193355 0.817946 6.112081 0.29 0.09 -0.79
H -1.967099 1.651789 -3.571167 -0.08 0.08 0.07
H -3.511734 -0.121993 0.449742 0.03 0.38 -0.19
O 0.647002 1.736924 1.274630 -0.32 -0.77 -0.25
H -0.764685 -1.243048 5.937796 -0.04 0.07 -0.10
O -0.854756 5.358630 -0.704864 0.41 -2.14 0.46
H 3.522228 -3.261402 0.346781 -0.27 -0.12 -0.01
H 1.113985 1.720742 -2.482115 -0.32 0.17 0.56
C -0.580441 -0.339105 4.010031 -0.15 0.54 0.63
H -2.239799 -3.033612 -4.145236 -0.38 -0.14 -0.27
C -2.553510 1.792465 -2.659508 -0.35 0.24 -0.38
O 1.045962 1.276005 -1.626523 1.28 1.37 -0.99
Ti 0.148327 -0.041760 -0.709816 -1.80 -1.27 0.27
H -0.632614 6.275281 -0.733958 0.57 0.82 0.15
C -1.292203 -2.787854 -3.714294 -0.01 -0.17 -0.57
H -3.623688 1.749475 -2.889987 0.14 0.14 -0.15
H -4.358591 1.053053 -0.638652 0.20 -0.14 0.38
H 2.236454 -0.226795 -2.296596 0.47 -1.95 0.17
H 0.414669 2.883266 5.945973 -0.08 -0.14 -0.05
C -0.235172 0.840385 3.326632 0.22 0.72 0.93
C 1.095636 -2.046929 -2.614778 -0.95 0.45 0.42
H 2.045264 -3.266152 -4.064813 -0.05 -0.13 -0.10
H 1.028430 1.338180 0.413497 0.19 1.43 1.41
C 1.090915 -2.942094 -3.673973 0.32 0.11 -0.05
H 3.252963 -1.835676 -2.326132 -0.59 0.44 -0.30
H -3.068070 1.617073 0.478834 -0.19 -0.36 -0.30
C -0.102381 0.787435 1.929278 0.55 -1.80 -3.18
H -2.315724 2.777960 -2.232594 -0.04 -0.28 -0.12
P -2.144752 0.525952 -1.455970 1.04 -0.01 0.84
C 2.295977 -1.355316 -2.021915 1.33 0.29 -0.51
C 0.128549 2.011757 4.044843 -0.30 -0.24 -0.69
H -0.134208 0.809402 7.196080 -0.12 -0.06 -0.17
C -0.118126 -3.331122 -4.244861 0.03 0.62 1.04
C 3.850180 -0.448286 0.275117 0.45 -0.13 0.11
C -2.490848 -1.114319 -2.203653 -0.75 -0.30 -0.34
C -1.266841 -1.867004 -2.686178 0.67 -0.04 0.21
H -3.159513 -0.935409 -3.056199 -0.05 -0.45 0.13
H 3.761089 -0.100957 1.315085 0.10 -0.08 -0.30
C -0.532893 -0.335634 5.390303 -0.24 -0.47 0.28

119
Properties=species:S:1:pos:R:3:forces:R:3 method="wB97M-V/def2-TZVPD" gap_ev="3.9 / 7.4" charge=0 e_homo_ev="-3.68 / -7.13" e_tot_ha=-4446.583341 multiplicity=2 s_squared=0.759
C -5.456603 0.284457 -0.426857 0.01 0.02 -0.03
H 2.946444 -2.794459 -5.319751 -0.02 0.00 0.01
C -0.381715 -3.148635 -5.837101 0.01 0.00 -0.01
C 2.146347 -1.012541 2.885451 0.06 0.06 0.06
H -1.782813 0.662933 -5.170283 0.02 0.03 0.01
H 3.560274 -3.042434 -1.179674 0.00 0.01 0.00
C -6.633249 -0.283396 0.044140 -0.01 0.00 0.00
C 3.938776 -0.933481 4.559012 0.05 0.03 0.00
C 3.172972 -1.147177 1.923270 0.08 -0.06 -0.02
C -3.014212 1.813938 -1.829331 -0.09 -0.17 0.13
H 3.698853 3.620745 6.714579 -0.01 0.00 0.00
P -2.729910 0.274751 -1.029595 -0.06 0.13 -0.17
C 1.880310 -2.650378 -5.192524 0.02 -0.02 -0.02
H -0.903212 0.133229 5.891760 0.00 0.03 -0.02
H 0.599773 4.220083 -0.673082 -0.02 -0.02 0.03
H 2.363638 2.646309 7.319605 0.00 0.01 0.00
H 1.346777 -4.028299 -6.751776 -0.01 0.01 0.01
C -0.518323 0.422896 4.908865 -0.01 -0.03 -0.03
H 2.110641 -1.227834 -3.600092 0.00 -0.01 -0.02
C 0.956419 4.241672 0.357635 -0.02 -0.02 0.08
C 3.560318 -1.036557 -0.455495 0.05 -0.04 0.00
H 2.856140 1.865112 2.358237 0.03 -0.01 -0.04
H -2.245241 -1.962755 2.212537 0.02 -0.01 0.03
C -5.507728 -2.390000 0.323131 -0.01 -0.02 0.01
C -3.368218 4.297692 -3.078886 -0.05 0.03 -0.07
H -2.161448 5.084605 -1.475894 -0.01 -0.02 -0.01
H 2.045378 4.269607 0.394738 -0.02 -0.02 0.01
H -0.585765 4.771577 -5.063520 0.00 -0.03 0.00
H -7.577303 -2.060223 0.785073 0.01 0.00 0.00
C -2.619692 4.197999 -1.900351 -0.03 -0.03 0.13
C 0.314368 -3.734486 -1.159629 0.00 -0.01 -0.05
C 0.043422 -1.578226 -4.057172 0.02 0.04 -0.01
H 0.763129 4.337866 -3.018482 -0.01 -0.02 -0.01
S 0.395696 2.711697 1.125032 -0.12 0.07 0.00
O -1.789673 0.373301 0.141988 0.00 -0.06 0.02
C 4.598303 -1.690638 -2.511719 0.01 -0.04 -0.02
C 2.311025 2.451539 3.086095 -0.06 -0.05 -0.03
N -0.334942 -3.245866 -0.104404 0.06 -0.02 0.01
C -2.103571 -0.882267 -2.291850 -0.04 -0.04 0.02
C 1.414689 -1.768436 -4.232013 0.00 0.02 0.03
H 3.772154 2.223673 4.627916 -0.02 0.01 -0.01
C -1.262204 2.734418 -5.222720 0.15 -0.02 -0.06
H -4.277466 1.048002 -3.428366 0.00 0.04 0.02
H -5.524561 -3.431055 0.621945 0.00 0.02 -0.01
C 0.045948 -5.978766 -0.399589 0.00 -0.05 0.00
H 0.686371 -3.007196 -1.867512 0.04 0.05 -0.05
H 5.249015 -1.256539 1.468142 0.01 0.00 -0.02
C -4.300845 -0.483468 -0.530886 0.00 0.08 0.01
C -6.659725 -1.618358 0.417505 0.00 0.00 -0.01
H 0.239252 -2.415142 5.802285 -0.01 -0.02 -0.03
C 2.810788 2.649460 4.362552 -0.01 -0.02 0.07
C 2.083348 3.358611 5.315343 -0.01 0.01 -0.01
C -3.967743 3.153366 -3.605135 -0.12 -0.03 0.11
P -0.439194 -0.374530 -2.788821 -0.08 0.12 -0.17
H 5.967210 -1.021283 3.833738 -0.02 0.01 0.00
C -0.776745 -4.091162 0.820492 -0.04 -0.03 0.07
H 4.216280 -0.859230 5.604172 0.00 -0.01 -0.02
H -1.129849 -3.157500 4.981536 0.02 0.02 -0.01
C 0.835954 3.869334 4.961850 0.00 0.00 -0.01
C 4.988674 -0.378606 -2.731545 0.02 0.00 -0.02
Cl -1.216972 -6.501216 1.941655 -0.01 -0.02 0.02
H -5.432446 1.327993 -0.718371 0.01 -0.02 0.00
H -4.561212 3.222652 -4.509620 0.02 -0.01 0.01
C 0.520093 -5.090718 -1.348626 0.02 -0.01 -0.05
H -3.435899 -2.429672 -0.202947 -0.02 0.01 0.01
Hg 0.266315 -0.799000 0.530284 -0.10 0.41 0.29
O 0.537870 -0.478900 -1.636234 0.08 -0.22 0.05
H 0.810567 2.074430 -2.012627 -0.01 0.02 -0.02
C 3.945245 0.279866 -0.660037 -0.06 -0.03 -0.01
O 1.219256 1.644697 0.471896 0.20 0.03 -0.01
H -1.919766 -2.137242 -4.751756 0.02 0.00 0.00
C 3.878338 -2.025115 -1.372526 0.03 0.00 0.08
Si -0.438162 -1.085281 3.773544 -0.01 0.04 0.09
H 5.543175 -0.116969 -3.623343 0.00 0.00 0.01
H 0.253428 4.413632 5.696391 0.01 -0.01 -0.01
H -7.528803 0.320056 0.120934 0.01 -0.01 0.00
C -0.566648 3.782457 -4.624325 -0.03 -0.05 -0.07
C 4.515519 -1.143851 2.255880 -0.07 0.01 0.00
H -1.202341 1.167852 4.492043 0.04 -0.03 0.01
C 0.320180 3.670121 3.691049 0.02 0.06 -0.02
H 0.183668 -7.046928 -0.500870 0.00 0.01 0.00
H -2.095787 -1.916017 -1.932887 -0.01 0.01 -0.01
H 4.944975 1.630751 -1.978823 0.00 -0.02 0.00
C 2.596987 -0.930870 4.216591 -0.04 0.05 0.00
H -1.268037 -3.671664 1.690179 0.01 -0.02 -0.01
C -0.179605 -2.640517 4.818559 -0.01 0.01 0.00
H 1.864455 -0.844728 5.009828 0.05 0.01 -0.04
C -2.120202 -1.170306 2.953337 0.01 0.01 -0.02
H 4.854178 -2.462215 -3.228365 -0.01 0.01 0.01
C 2.613361 3.520315 6.713030 0.00 0.01 0.03
H -1.865181 2.899024 -0.375821 0.05 0.00 0.10
H -0.663990 4.047030 3.432437 0.02 -0.01 0.01
O 2.770572 -1.401813 0.618305 -0.03 -0.02 -0.14
H 0.502734 -3.338302 4.325666 -0.03 0.02 -0.01
C 4.915501 -1.019862 3.580001 -0.02 -0.01 0.01
C -4.335320 -1.823935 -0.148432 0.04 -0.05 0.02
H -2.771387 -0.814241 -3.156189 0.00 0.01 0.01
H -1.836108 2.915150 -6.124605 0.00 0.00 0.02
C 1.071816 2.973903 2.756399 0.08 0.05 -0.02
H 3.646189 1.039124 0.047341 -0.04 0.03 0.06
C 0.192586 3.532168 -3.468437 0.08 -0.02 0.01
H 2.185194 4.395688 7.201724 0.01 -0.02 -0.01
H 0.446543 0.916817 5.054749 -0.05 -0.07 -0.03
C 0.227360 2.276950 -2.905542 0.06 -0.03 -0.04
C -2.443681 2.981111 -1.282810 -0.09 0.11 -0.04
H -3.503549 5.256472 -3.562521 0.00 -0.02 0.01
H -2.866761 -1.336405 3.737886 0.02 0.02 -0.04
C -0.609745 -5.460524 0.702867 0.00 -0.01 0.00
H -2.360440 -0.233938 2.447320 0.00 0.01 0.00
C -0.511304 1.224500 -3.487136 0.15 -0.03 0.02
H 1.048139 -5.440210 -2.225476 -0.01 0.00 0.00
N 0.804125 -0.968743 2.565305 -0.09 -0.19 -0.14
C 4.658611 0.601282 -1.803326 -0.01 0.03 0.00
C -0.850563 -2.269288 -4.869653 -0.03 0.00 0.03
H -1.083992 -3.683159 -6.464345 0.01 0.01 0.01
C 0.982295 -3.342436 -5.997179 0.00 0.00 0.00
C -3.798890 1.924222 -2.999711 -0.08 0.03 -0.05
C -1.244366 1.467184 -4.677126 0.00 -0.02 -0.06
H 0.525122 5.090672 0.889955 0.01 -0.04 -0.01